ORCA calculation (ωB97M-V with the def2-TZVPD basis set) on a 2-piece molecular cluster, C2H10O2Si2 overall in a non-equilibrium geometry.

E_HOMO (spin up / spin down)   -8.3 / -8.3 eV
Molar mass   122.27 g/mol
Electronic energy   -22085.4583 eV
ΔE to the lowest compared entry with this formula, charge and spin   113.23 kcal per mole
LUMO (spin up / spin down)   -0.24 / -0.24 eV
Largest force on an atom   3.6 eV/A
Kohn-Sham gap (spin up / spin down)   8.015 / 8.015 eV

Geometry as ORCA input:
```
! wB97M-V def2-TZVPD RIJCOSX def2/J DEFGRID3
* xyz 0 1
C 1.898 -0.320 -1.088
H -1.753 -1.859 0.999
H 1.826 2.266 -0.221
H -1.815 0.924 -1.796
Si -1.089 1.042 -0.524
H 1.210 -1.139 -1.197
H 2.154 -0.077 -2.225
O 1.344 0.654 1.592
H -2.879 -1.673 -0.440
H 0.467 0.784 1.942
H -3.197 -0.831 1.165
Si 1.102 1.017 -0.010
H 2.792 -0.772 -0.599
O -1.701 2.559 -0.177
C -2.446 -1.219 0.504
H -1.090 3.120 0.265
*
```

Atomic partial charges in e from the Löwdin method, atoms 1 to 5: number 1, C, carries -0.257; number 2, H, carries -0.061; number 3, H, carries -0.029; number 4, H, carries -0.059; number 5, Si, carries 0.614



ORCA calculation (ωB97M-V with the def2-TZVPD basis set) on one molecule with the formula C2H10O2Si2 in a non-equilibrium geometry.

E_HOMO   -10.3 eV
Molar mass   122.27 g/mol
Electronic energy   -22089.5211 eV
ΔE to the lowest compared entry with this formula, charge and spin   19.54 kcal per mole
LUMO   0.74 eV
Largest force on an atom   3.3 eV/A
Kohn-Sham gap   11.013 eV

Geometry as ORCA input:
```
! wB97M-V def2-TZVPD RIJCOSX def2/J DEFGRID3
* xyz 0 1
H 1.393 0.345 2.216
H -1.238 0.102 1.664
H -0.836 -2.224 -0.297
H -1.088 3.172 1.244
O -1.607 2.330 1.170
H 1.775 1.420 0.753
C -0.152 -2.412 -1.134
Si -0.585 1.001 0.865
O -0.362 0.480 -0.617
H -0.899 -0.449 -2.980
H 1.175 2.194 2.236
H 0.636 -3.120 -0.886
Si 0.053 -0.655 -1.780
C 1.151 1.278 1.645
H 1.336 -0.340 -2.341
H -0.750 -3.123 -1.756
*
```

Atomic partial charges in e from the Löwdin method, atoms 1 to 5: number 1, H, carries 0.040; number 2, H, carries -0.013; number 3, H, carries 0.017; number 4, H, carries 0.060; number 5, O, carries -0.207